No. 1
Entry from OMol25: a molecular structure, C20H39N2O2P2SiTl (wB97M-V/def2-TZVPD).

```
67
Properties=species:S:1:pos:R:3:forces:R:3
C 1.205 -1.573 -4.541 -0.270 -0.232 -0.652
C 1.277 -1.171 -3.186 -0.277 0.177 0.335
N 0.089 -1.015 -2.506 -0.147 -0.584 -2.885
C -1.107 -1.287 -3.058 0.560 -0.197 -0.778
C -1.204 -1.660 -4.396 -0.605 -0.031 0.207
C -0.027 -1.798 -5.144 0.628 0.165 0.463
C 2.511 -0.858 -2.526 0.008 -0.231 0.197
P 2.527 -0.614 -0.767 3.312 -0.085 -1.193
Tl 0.186 -0.440 -0.374 0.920 -1.418 3.128
P -2.138 -0.270 -0.624 -3.940 0.461 -0.851
C -2.332 -1.289 -2.152 -0.529 -0.118 0.002
O 2.041 1.916 -3.313 0.318 -0.122 -0.521
O -0.613 2.377 -3.018 0.687 0.169 0.099
H 2.135 -1.700 -5.104 -0.361 0.042 0.197
H -2.190 -1.867 -4.832 0.496 0.096 0.183
H -0.072 -2.099 -6.193 0.003 0.100 0.333
C 3.286 -2.012 0.119 0.330 -0.156 0.115
C 3.597 0.802 -0.370 0.626 0.095 0.017
H -3.237 -0.996 -2.712 0.375 -0.170 0.120
H -2.491 -2.329 -1.801 0.080 0.407 -0.163
H 2.252 0.976 -3.051 0.030 0.125 -0.014
H 3.443 -1.118 -3.046 -0.414 0.111 0.129
C -3.133 -1.075 0.659 -0.368 -0.198 0.092
C -2.924 1.320 -0.971 -0.768 0.292 -0.212
H 0.593 1.169 -0.443 -0.997 3.512 -3.307
H -0.511 3.270 -2.651 -0.123 -0.334 -0.148
H 0.328 2.135 -3.243 -0.620 0.185 0.091
H 2.389 1.986 -4.219 -0.182 0.052 0.434
H 0.079 -1.853 0.022 -0.683 -7.058 1.682
H 0.070 1.030 -1.262 1.763 3.886 1.140
H 4.330 -2.144 -0.211 -0.369 -0.050 0.150
H 3.267 -1.819 1.206 0.061 -0.073 -0.407
H 2.717 -2.931 -0.090 0.165 0.335 0.060
H 4.646 0.563 -0.624 -0.343 0.279 0.125
H 3.278 1.676 -0.959 0.107 -0.277 0.209
H 3.529 1.037 0.707 0.046 -0.112 -0.409
H -3.995 1.180 -1.213 0.430 0.258 0.066
H -2.839 1.978 -0.087 -0.017 -0.317 -0.345
H -2.395 1.786 -1.820 -0.270 -0.192 0.331
H -4.196 -1.128 0.361 0.419 -0.041 0.119
H -2.748 -2.091 0.849 -0.101 0.391 -0.054
H -3.043 -0.498 1.594 0.020 -0.187 -0.377
C 0.208 3.171 0.857 -0.100 0.010 -0.137
Si -0.235 1.959 2.220 0.001 -2.009 0.492
C 1.110 2.083 3.510 0.048 0.266 0.194
C -1.829 2.635 2.950 -0.069 0.311 0.183
N -0.292 0.228 1.701 -0.079 2.127 1.932
C -0.413 -0.817 2.633 0.023 0.419 0.419
C 0.362 -2.004 2.563 0.361 0.349 -0.261
C 0.246 -3.027 3.484 -0.249 -0.084 0.326
C -0.660 -2.924 4.536 -0.076 -0.185 0.171
C -1.441 -1.778 4.651 0.185 -0.232 -0.029
C -1.316 -0.750 3.727 -0.124 0.056 -0.229
H 0.236 4.192 1.294 -0.036 -0.610 -0.204
H -0.555 3.147 0.063 0.385 0.175 0.049
H 1.205 2.948 0.450 -0.243 0.215 -0.117
H 1.195 3.128 3.864 0.112 -0.460 -0.012
H 0.866 1.426 4.362 0.213 0.243 -0.257
H 2.070 1.765 3.068 -0.276 0.119 0.274
H -2.659 2.522 2.234 0.107 0.077 0.348
H -2.095 2.173 3.914 -0.003 0.085 -0.410
H -1.680 3.712 3.158 -0.166 -0.349 -0.183
H 1.107 -2.124 1.778 -0.268 0.162 0.251
H 0.869 -3.920 3.396 -0.145 0.304 -0.034
H -0.756 -3.730 5.259 0.009 0.129 -0.104
H -2.156 -1.694 5.471 0.169 0.051 -0.210
H -1.967 0.115 3.847 0.224 -0.121 -0.160
```
Positions in Å, forces in eV/Å.

The multiplicity is 1. The HOMO-LUMO gap comes out at 0.24724 Ha. The electronic energy is -2189.88660 hartree. Its strongest force on any atom is 0.1417 Eh/bohr. The value obtained for the HOMO energy is -0.233 Eh.

=====

No. 2
Entry from OMol25: 3 unconnected molecules or ions with the total composition C20H39N3O10P4 (wB97M-V/def2-TZVPD).

```
76
Properties=species:S:1:pos:R:3:forces:R:3
N -2.631 -5.283 -0.663 -0.215 0.138 -0.475
P -2.574 -4.615 -2.093 0.362 -0.655 2.218
C -0.979 -4.996 -2.879 -0.512 0.905 -0.854
C -0.323 -3.995 -3.654 0.096 -1.084 0.276
C 0.897 -4.301 -4.197 -0.092 1.510 0.275
P 1.777 -2.999 -5.169 0.854 -0.529 -2.019
O 0.705 -1.728 -5.180 0.313 -0.372 0.832
O 2.973 -2.483 -4.144 -1.076 -0.343 0.433
C 1.487 -5.582 -4.029 0.183 0.374 -0.187
N 2.703 -5.809 -4.599 -0.069 -0.270 0.319
C 3.187 -6.997 -4.366 0.058 0.220 -0.224
C 2.494 -7.981 -3.618 0.276 -0.781 0.196
N 1.329 -7.812 -3.057 0.517 0.635 -0.479
C 0.834 -6.558 -3.265 -1.021 0.003 0.411
C -0.418 -6.224 -2.690 -0.366 -0.072 0.221
H -2.738 -4.554 0.033 -0.021 -0.228 0.232
H -3.627 -5.054 -2.927 0.329 0.346 -0.425
H -2.650 -3.214 -1.933 -0.023 -0.009 -0.963
H -0.772 -3.021 -3.805 0.078 0.030 0.006
H 1.162 -0.994 -4.746 -0.279 0.171 0.028
H 2.680 -2.714 -3.250 0.417 0.262 0.217
H 4.163 -7.227 -4.780 -0.013 -0.054 -0.010
H 2.965 -8.953 -3.503 -0.039 0.002 0.032
H -0.953 -6.938 -2.073 0.246 -0.151 -0.003
C 4.772 1.480 -2.036 -0.094 0.144 0.108
C 3.973 0.305 -1.504 0.237 -0.253 -0.342
O 3.716 0.431 -0.108 -0.477 1.082 -0.402
P 2.309 1.084 0.438 3.094 -6.242 3.433
O 1.282 0.386 -0.391 -0.850 3.348 -1.199
O 2.111 0.264 1.837 -0.223 0.686 0.089
C 0.921 -0.478 2.107 -0.010 -0.357 -0.072
C 1.100 -1.939 1.745 0.125 -0.127 0.041
O 3.085 2.213 1.341 -2.054 1.657 -1.755
C 3.530 3.447 0.764 0.466 0.374 -0.040
C 2.497 4.117 -0.118 -0.120 -0.217 -0.009
H 4.173 2.395 -2.022 0.006 -0.002 -0.041
H 5.083 1.300 -3.065 -0.015 -0.029 0.009
H 5.658 1.654 -1.425 0.029 -0.069 -0.025
H 3.046 0.191 -2.070 -0.075 -0.038 0.131
H 4.550 -0.612 -1.633 -0.034 -0.020 0.095
H 0.064 -0.047 1.590 0.065 -0.044 -0.137
H 0.727 -0.389 3.178 0.138 0.091 0.007
H 1.481 -2.055 0.731 -0.127 0.120 -0.067
H 0.154 -2.476 1.827 0.005 0.002 0.020
H 1.823 -2.408 2.414 -0.028 0.005 0.025
H 4.462 3.275 0.220 -0.062 -0.121 -0.071
H 3.774 4.105 1.598 -0.045 -0.156 0.107
H 2.217 3.477 -0.963 0.061 0.046 -0.020
H 2.885 5.053 -0.517 0.008 -0.016 -0.020
H 1.588 4.330 0.445 0.030 0.091 -0.014
C -2.389 6.250 1.933 0.097 -0.167 -0.030
C -3.479 5.723 2.847 -0.063 0.435 0.055
O -3.915 4.426 2.450 1.042 -0.362 0.132
P -3.284 3.076 3.126 -6.269 0.159 -1.188
O -3.196 3.357 4.580 2.961 -0.318 -0.525
O -4.550 2.062 3.036 0.538 -0.078 -0.164
C -5.058 1.407 4.198 -0.229 0.040 0.238
C -6.223 2.175 4.787 -0.157 0.083 -0.089
O -2.731 2.431 1.736 1.970 0.148 1.795
C -1.457 2.808 1.205 0.400 0.090 -0.488
C -0.356 2.829 2.245 -0.260 0.017 0.203
H -1.465 5.678 2.060 0.010 0.040 0.021
H -2.168 7.294 2.158 -0.025 -0.007 0.021
H -2.688 6.172 0.887 -0.053 0.047 0.014
H -3.140 5.726 3.884 -0.065 -0.154 0.020
H -4.351 6.376 2.786 -0.056 -0.100 -0.013
H -4.271 1.256 4.936 0.038 0.150 -0.008
H -5.393 0.417 3.883 0.053 0.043 -0.159
H -5.975 3.226 4.937 0.162 -0.046 0.091
H -6.524 1.747 5.745 0.002 -0.016 -0.014
H -7.079 2.143 4.110 0.001 -0.035 0.010
H -1.545 3.772 0.696 -0.093 0.054 0.120
H -1.211 2.073 0.436 -0.160 -0.068 0.052
H -0.570 3.547 3.046 0.051 0.040 -0.074
H 0.592 3.106 1.788 0.011 -0.015 0.082
H -0.248 1.850 2.709 0.043 0.016 -0.007
```
Positions in Å, forces in eV/Å.

The multiplicity is 1. The HOMO-LUMO gap comes out at 0.28405 Ha. The electronic energy is -3067.63871 hartree. Its strongest force on any atom is 0.1510 Eh/bohr. The value obtained for the HOMO energy is -0.313 Eh.

=====

No. 3
Entry from OMol25: 4 unconnected molecules or ions with the total composition C20H39NO7S (wB97M-V/def2-TZVPD).

```
68
Properties=species:S:1:pos:R:3:forces:R:3
C -2.053 -5.540 3.162 -0.088 0.053 0.040
O -1.418 -4.956 2.047 -0.006 -0.145 0.048
C -2.185 -4.965 0.886 -0.073 -0.034 -0.025
C -3.002 -3.678 0.688 0.178 -0.067 0.157
S -3.563 -3.548 -1.027 -0.107 -0.087 -0.026
O -2.264 -2.503 1.004 -0.245 0.233 -0.193
C -2.521 -1.896 2.209 0.194 0.008 -0.141
O -2.446 -2.474 3.251 -0.277 -0.124 0.143
C -2.919 -0.448 2.069 0.128 0.053 0.005
C -1.743 0.529 1.933 -0.131 0.064 -0.086
C -1.050 0.529 0.559 0.093 0.067 -0.014
C 0.426 0.143 0.592 0.044 0.173 0.093
N 0.684 -1.130 1.265 0.383 0.040 -0.600
C 1.718 -1.049 2.300 -0.307 -0.066 0.381
C 0.816 -2.295 0.477 -0.127 0.161 0.205
C 1.114 -2.177 -1.005 -0.445 -0.065 -0.125
O 0.784 -3.382 1.000 0.314 -0.139 0.037
H -3.019 -5.070 3.378 0.040 -0.008 0.004
H -1.401 -5.382 4.018 -0.013 -0.004 -0.014
H -2.200 -6.618 3.012 -0.007 0.036 -0.013
H -1.513 -5.099 0.033 0.073 0.105 0.091
H -2.900 -5.799 0.890 0.061 -0.004 -0.144
H -3.925 -3.702 1.277 0.110 -0.017 0.095
H -2.330 -3.555 -1.553 0.024 -0.030 -0.021
H -3.571 -0.337 1.198 0.003 -0.071 0.032
H -3.490 -0.214 2.968 0.047 0.031 -0.021
H -1.027 0.343 2.738 0.002 -0.018 -0.056
H -2.162 1.524 2.102 0.070 -0.019 0.109
H -1.590 -0.104 -0.152 0.005 -0.047 0.093
H -1.078 1.548 0.160 -0.090 -0.085 -0.131
H 0.970 0.925 1.127 0.011 -0.084 0.045
H 0.829 0.163 -0.418 0.067 0.069 0.060
H 2.682 -0.723 1.886 -0.038 -0.055 -0.022
H 1.417 -0.329 3.063 -0.014 -0.024 -0.022
H 1.820 -2.021 2.777 0.042 0.017 -0.054
H 0.521 -1.434 -1.533 0.010 0.001 0.023
H 0.930 -3.151 -1.453 0.099 -0.007 0.027
H 2.169 -1.919 -1.123 -0.052 0.075 0.020
C 3.420 3.486 -0.584 -0.098 -0.052 -0.023
C 3.928 2.073 -0.423 0.024 0.044 0.011
C 5.377 1.919 -0.043 -0.029 -0.160 0.002
O 3.201 1.120 -0.590 0.042 -0.019 -0.022
H 2.367 3.471 -0.854 0.003 -0.004 0.002
H 3.562 4.041 0.345 0.053 0.023 -0.020
H 3.993 3.998 -1.359 0.027 0.015 0.028
H 5.570 2.424 0.905 0.030 0.066 -0.037
H 6.011 2.394 -0.793 0.011 0.066 0.048
H 5.627 0.864 0.040 -0.015 0.002 -0.001
C -6.201 -0.772 -1.871 0.024 0.120 -0.017
C -6.658 -0.537 -3.289 -0.008 -0.036 0.003
C -7.054 -1.765 -4.076 -0.014 0.070 -0.062
O -6.699 0.569 -3.775 0.003 -0.011 0.008
H -5.941 0.177 -1.408 -0.004 -0.007 0.004
H -6.993 -1.257 -1.296 0.015 -0.041 -0.012
H -5.334 -1.436 -1.863 -0.045 -0.001 0.034
H -7.876 -2.281 -3.575 0.026 -0.026 0.018
H -6.214 -2.460 -4.131 -0.014 -0.022 0.034
H -7.360 -1.478 -5.078 0.001 -0.004 0.003
C 5.758 7.467 -0.428 -0.004 -0.045 0.086
C 6.220 6.070 -0.764 0.012 0.039 -0.004
C 6.573 5.806 -2.208 0.010 -0.088 0.045
O 6.302 5.207 0.078 -0.023 -0.016 -0.031
H 5.534 7.536 0.633 0.001 0.003 -0.004
H 6.533 8.190 -0.687 -0.018 0.009 -0.038
H 4.868 7.715 -1.009 0.022 0.019 -0.030
H 7.376 6.473 -2.526 -0.027 0.027 -0.017
H 5.710 6.002 -2.847 0.014 0.040 -0.009
H 6.891 4.773 -2.329 0.002 0.005 -0.003
```
Positions in Å, forces in eV/Å.

The multiplicity is 1. The HOMO-LUMO gap comes out at 0.33750 Ha. The electronic energy is -1765.04993 hartree. Its strongest force on any atom is 0.0139 Eh/bohr. The value obtained for the HOMO energy is -0.320 Eh.